Record 1
Below is a structure of composition C17H17BrCuN2O3 at a distorted geometry, with properties calculated with wB97M-V/def2-TZVPD.

Its charge is +1. As for the spin multiplicity: 1. The total energy is -5207.5685 a.u. The calculation puts the orbital gap at 7.7 eV.

Last column: Mulliken charge in e.
Positions of all 41 atoms, in Å:
Cu -1.40 1.09 1.25  0.607
C -0.91 4.29 0.38  -0.974
O -0.79 2.90 0.15  -0.416
C 0.26 2.45 -0.61  0.941
C 1.31 3.21 -1.04  -0.492
C 2.32 2.61 -1.80  -0.656
Br 3.81 3.67 -2.34  -0.201
C 2.27 1.28 -2.14  -0.654
C 1.20 0.48 -1.71  0.425
C 0.17 1.05 -0.90  1.215
O -0.81 0.35 -0.42  -1.470
C 1.13 -0.91 -2.01  0.296
N 0.09 -1.69 -1.69  0.059
C 0.37 -2.99 -2.01  0.603
C -0.34 -4.17 -1.83  -0.741
C 0.30 -5.34 -2.19  -0.527
C 1.59 -5.35 -2.72  -0.508
C 2.29 -4.18 -2.94  -0.842
C 1.66 -2.99 -2.58  0.433
N 2.08 -1.68 -2.59  -0.019
H -0.83 4.85 -0.55  0.382
H -0.15 4.64 1.09  0.375
H -1.90 4.45 0.80  0.264
H 1.39 4.26 -0.81  0.518
H 3.06 0.85 -2.74  0.443
H -0.70 -1.28 -1.18  0.140
H -1.33 -4.17 -1.42  0.434
H -0.21 -6.28 -2.05  0.392
H 2.05 -6.29 -2.96  0.404
H 3.28 -4.19 -3.35  0.400
H 2.97 -1.36 -2.95  0.232
C -3.58 1.23 4.02  -1.088
C -2.11 1.01 4.09  0.878
C -1.47 0.87 5.43  -1.155
O -1.40 0.93 3.09  -0.670
H -4.07 1.05 4.97  0.383
H -4.01 0.60 3.25  0.319
H -3.77 2.27 3.73  0.274
H -2.20 0.87 6.23  0.344
H -0.75 1.67 5.59  0.322
H -0.90 -0.06 5.46  0.329

***

Record 2
Below is a structure of composition C17H17Cl2N3O2PdS2 at a distorted geometry, with properties calculated with wB97M-V/def2-TZVPD.

Its charge is -2. As for the spin multiplicity: 3. The energy above the lowest of the compared OMol25 structures with the same formula, charge and spin comes out at 7.325 eV. The total energy is -2816.8583 a.u. The calculation puts the orbital gap (alpha / beta) at 2.3 / 2.1 eV.

Last column: Mulliken charge in e.
Positions of all 44 atoms, in Å:
Pd 0.62 1.25 0.60  0.046
C 1.78 4.41 -0.58  -0.785
C 0.61 5.28 -0.29  0.458
N -0.69 4.84 -0.40  -0.353
C -1.51 5.86 -0.07  0.195
C -0.94 6.99 0.31  -0.415
S 0.77 6.93 0.38  -0.176
C -2.84 5.37 -0.08  0.320
C -4.05 5.96 -0.01  -0.650
S -5.25 4.77 -0.16  -0.212
C -4.00 3.51 -0.32  0.477
N -2.77 3.99 -0.18  -0.337
C -4.42 2.05 -0.55  -0.953
H 1.94 3.46 -0.13  0.186
H 2.50 5.23 -0.57  0.261
H 1.46 4.15 -1.66  0.268
H -1.39 7.91 0.67  0.377
H -4.30 6.98 -0.16  0.417
H -3.81 1.32 0.08  0.248
H -4.07 1.76 -1.56  0.257
H -5.45 1.64 -0.43  0.363
C -2.80 -2.92 0.51  -0.918
C -2.99 -4.37 1.03  0.606
C -1.67 -5.29 0.62  -0.864
O -3.87 -4.59 1.68  -0.464
H -2.69 -2.85 -0.58  0.312
H -1.79 -2.58 0.89  0.288
H -3.60 -2.22 0.88  0.229
H -1.74 -6.27 1.10  0.308
H -0.75 -4.77 1.03  0.171
H -1.64 -5.23 -0.50  0.304
O 5.49 -3.50 -2.60  -0.577
Cl 1.83 -5.46 0.82  -0.293
C 3.46 -4.64 0.61  0.188
C 4.16 -5.05 -0.44  0.052
C 5.34 -5.05 -1.01  -1.071
C 6.09 -4.07 -1.63  0.300
C 5.34 -2.82 1.77  -0.667
Cl 5.21 -0.85 1.85  -0.393
C 3.95 -3.39 1.28  0.652
N 3.00 -2.55 1.67  -0.649
H 3.49 -5.77 -0.99  0.101
H 4.97 -5.82 -1.68  0.036
H 7.01 -3.62 -1.21  0.356

***

Record 3
Below is a cluster of 5 separate species, C17H17Cl6N3 in total at a distorted geometry, with properties calculated with wB97M-V/def2-TZVPD.

As for the spin multiplicity: 1. The energy above the lowest of the compared OMol25 structures with the same formula, charge and spin comes out at 1.683 eV. As for the structure (SMILES): ClC(Cl)Cl.ClC(Cl)Cl.c1ccncc1.c1ccncc1.c1ccncc1. The total energy is -3583.3262 a.u. The calculation puts the orbital gap at 10.1 eV.

Last column: Mulliken charge in e.
Positions of all 43 atoms, in Å:
Cl -3.39 -8.37 -1.86  -0.110
C -2.58 -7.30 -2.99  0.058
Cl -3.68 -7.00 -4.41  -0.130
Cl -1.03 -8.04 -3.44  -0.114
H -2.42 -6.33 -2.53  0.295
Cl -9.88 -0.83 -1.11  -0.112
C -8.48 -1.89 -1.31  0.068
Cl -8.13 -2.08 -3.00  -0.108
Cl -8.71 -3.53 -0.57  -0.131
H -7.60 -1.47 -0.82  0.283
C -0.79 -1.05 3.48  -0.163
C -1.10 -0.30 2.31  -0.382
C -2.08 -0.79 1.41  -0.183
N -2.74 -1.96 1.63  -0.528
C -2.37 -2.66 2.75  -0.203
C -1.47 -2.24 3.74  -0.330
H -0.14 -0.68 4.26  0.354
H -0.67 0.67 2.15  0.358
H -2.39 -0.13 0.61  0.367
H -2.94 -3.57 2.86  0.359
H -1.26 -2.72 4.69  0.353
C 3.41 8.46 2.19  -0.234
C 2.52 7.83 1.24  -0.416
C 1.78 6.78 1.78  -0.117
N 1.85 6.31 3.08  -0.549
C 2.66 6.97 3.93  -0.069
C 3.57 7.90 3.48  -0.398
H 4.06 9.27 1.87  0.364
H 2.32 8.21 0.25  0.359
H 1.03 6.27 1.20  0.368
H 2.59 6.72 4.98  0.366
H 4.18 8.31 4.27  0.324
C 4.45 -0.86 -3.74  -0.203
C 3.33 -0.86 -2.87  -0.398
C 2.90 -2.08 -2.27  -0.185
N 3.32 -3.27 -2.69  -0.502
C 4.41 -3.20 -3.61  -0.191
C 4.96 -2.05 -4.11  -0.374
H 4.85 0.04 -4.16  0.370
H 2.92 0.09 -2.58  0.326
H 2.21 -2.19 -1.45  0.431
H 4.66 -4.21 -3.91  0.382
H 5.83 -2.15 -4.74  0.344

***

Record 4
Below is a cluster of 3 separate species, C17H17IO11P in total, with properties calculated with wB97M-V/def2-TZVPD.

Its charge is -1. As for the spin multiplicity: 1. The total energy is -2124.7266 a.u. The calculation puts the orbital gap at 3.9 eV.

Last column: Mulliken charge in e.
Positions of all 47 atoms, in Å:
C -1.58 -0.19 1.48  -0.679
C -2.17 -0.55 0.17  0.708
O -2.32 -1.69 -0.22  -0.601
O -2.56 0.51 -0.59  -0.381
C -1.79 0.72 -1.78  -0.081
C -0.72 1.83 -1.72  -0.276
C -0.38 2.39 -0.34  -0.295
P 0.22 3.99 -0.28  -0.141
O -0.69 4.93 -1.38  -0.562
I 2.22 3.83 -1.79  -0.338
H -1.50 -1.08 2.11  0.400
H -0.61 0.27 1.30  -0.067
H -2.19 0.57 1.97  0.342
H -2.51 0.99 -2.55  0.309
H -1.35 -0.23 -2.09  -0.207
H -1.05 2.63 -2.39  0.335
H 0.20 1.42 -2.16  0.218
H -1.27 2.46 0.31  0.183
H -1.45 5.27 -0.89  0.294
C 0.62 -4.00 -5.68  -1.038
C 0.12 -4.86 -4.79  0.318
C -0.25 -4.46 -3.38  1.079
O -0.70 -5.34 -2.67  -0.647
C -0.03 -3.09 -2.97  -0.926
C 0.47 -2.22 -3.86  0.185
C 0.82 -2.62 -5.28  1.040
O 1.26 -1.75 -6.01  -0.642
O 0.71 -0.95 -3.59  -0.417
O -0.11 -6.14 -5.05  -0.587
H 0.88 -4.28 -6.69  0.416
H -0.30 -2.81 -1.96  0.491
H 1.06 -0.54 -4.40  0.349
H -0.48 -6.51 -4.21  0.381
C 1.70 0.15 5.04  -0.968
C 1.43 0.81 3.90  0.413
C 0.96 2.24 3.89  0.926
O 0.76 2.70 2.80  -0.417
C 0.78 2.93 5.17  -1.253
C 1.05 2.26 6.29  0.420
C 1.54 0.83 6.30  1.148
O 1.77 0.34 7.39  -0.672
O 0.93 2.78 7.51  -0.606
O 1.54 0.29 2.69  -0.628
H 2.04 -0.88 5.06  0.429
H 0.43 3.95 5.15  0.458
H 1.21 2.07 8.12  0.369
H 1.28 1.00 2.05  0.220

***

Record 5
Below is the molecule C17H17N3O3S at a distorted geometry, with properties calculated with wB97M-V/def2-TZVPD.

As for the spin multiplicity: 1. The energy above the lowest of the compared OMol25 structures with the same formula, charge and spin comes out at 1.401 eV. As for the structure (SMILES): C/N=C1\S/C(=C/c2cn(CC(=O)OC)c3ccccc23)C(=O)N1C. The total energy is -1446.2080 a.u. The calculation puts the orbital gap at 7.5 eV.

Last column: Mulliken charge in e.
Positions of all 41 atoms, in Å:
C 2.21 4.81 -3.60  -0.760
N 2.72 3.83 -2.69  -0.374
C 1.98 3.00 -2.11  0.617
S 0.20 2.81 -2.24  -0.433
C 0.22 1.45 -1.10  0.793
C -0.97 0.87 -0.80  -0.979
C -1.29 -0.23 0.04  -0.095
C -0.46 -1.04 0.79  -0.675
N -1.17 -1.98 1.45  0.421
C -0.64 -2.99 2.33  -0.505
C 0.87 -3.12 2.11  0.407
O 1.38 -3.91 1.36  -0.590
O 1.51 -2.22 2.84  -0.297
C 2.91 -2.06 2.62  -0.545
C -2.51 -1.80 1.17  0.076
C -3.62 -2.51 1.62  -0.752
C -4.86 -2.10 1.16  -0.605
C -4.99 -1.03 0.28  -0.805
C -3.89 -0.32 -0.16  -0.377
C -2.63 -0.71 0.28  0.469
C 1.58 1.19 -0.66  0.517
O 1.96 0.34 0.13  -0.704
N 2.46 2.06 -1.25  -0.001
C 3.88 2.01 -0.98  -1.041
H 1.12 4.75 -3.72  0.329
H 2.48 5.80 -3.23  0.248
H 2.68 4.67 -4.57  0.247
H -1.83 1.31 -1.29  0.333
H 0.61 -0.98 0.85  1.086
H -0.83 -2.73 3.37  0.300
H -1.11 -3.96 2.09  0.483
H 3.35 -3.01 2.30  0.345
H 3.34 -1.73 3.56  0.227
H 3.06 -1.31 1.85  0.145
H -3.52 -3.34 2.30  0.387
H -5.74 -2.63 1.49  0.391
H -5.97 -0.74 -0.05  0.390
H -4.01 0.51 -0.84  0.388
H 4.05 1.18 -0.28  0.290
H 4.21 2.95 -0.53  0.323
H 4.43 1.84 -1.90  0.326

***

Number 1: molecular weight 440.784 g/mol. Number 2: molecular weight 536.802 g/mol. Number 3: molecular weight 476.062 g/mol. Number 4: molecular weight 555.190 g/mol. Number 5: molecular weight 343.408 g/mol.